Molecular formula: C6H7N
Method: DFT, the ωB97M-V functional and the def2-TZVPD basis

Geometry as XYZ:
```
14
Properties=species:S:1:pos:R:3:forces:R:3
C 0.415401 1.234819 -0.463299 -0.032 0.028 0.203
C 1.155646 0.365429 0.492851 1.622 0.637 -0.104
C -0.056456 -1.506791 -0.096403 -0.819 -0.145 0.077
C 0.266655 -0.634726 1.076987 0.586 -0.141 0.343
N -0.832779 0.313376 1.222092 -0.124 0.055 0.438
C -0.996062 0.602560 -0.180609 -0.265 0.067 -0.473
C -0.989628 -0.812892 -0.758970 -0.094 -0.209 -0.248
H 0.799976 1.243549 -1.494669 -0.172 -0.157 0.173
H 0.425213 2.267695 -0.092728 -0.207 -0.115 -0.179
H 2.245224 0.349844 0.599966 -0.421 0.247 0.187
H 0.470172 -2.420273 -0.344978 -0.466 -0.111 0.100
H 0.582556 -1.094669 2.015632 -0.020 -0.012 -0.270
H -1.832615 1.257511 -0.444860 0.119 -0.273 0.232
H -1.653303 -1.165433 -1.531012 0.293 0.130 -0.478
```
Positions in Å, forces in eV/Å.

The HOMO energy (alpha / beta) comes out at -0.2869 / -0.3327 hartree. As for the spin multiplicity: 1.

***

Molecular formula: C6H7N2
Method: DFT, the ωB97M-V functional and the def2-TZVPD basis

Geometry as XYZ:
```
15
Properties=species:S:1:pos:R:3:forces:R:3
C -1.561605 2.395238 -0.737284 0.171 0.438 1.071
C -0.893673 1.857359 0.249982 1.877 -2.313 0.124
N -0.130519 0.235840 0.150719 -2.678 3.706 -2.001
C 0.246846 -0.394339 -0.955970 1.433 -1.783 2.641
C 0.983224 -1.570039 -0.788204 0.288 -0.207 0.285
C 1.145637 -2.058610 0.511366 0.051 0.539 -1.503
C 0.438727 -1.412163 1.530849 1.788 -0.003 1.609
N -0.143422 -0.238992 1.310250 0.487 -1.033 2.217
H -2.104323 3.305403 -0.517943 0.238 0.296 0.303
H -1.653045 2.146066 -1.760041 -0.034 -1.028 -0.731
H -0.528431 2.170032 1.258184 -0.918 -0.420 -1.019
H 0.075536 0.086625 -1.821698 -0.412 1.537 -2.957
H 1.586650 -2.105114 -1.551135 -0.998 0.827 0.069
H 1.927142 -2.818913 0.491158 -0.622 -0.221 1.325
H 0.611255 -1.598392 2.629766 -0.672 -0.334 -1.432
```
Positions in Å, forces in eV/Å.

The HOMO energy comes out at -0.5593 hartree. As for the SMILES: C=C[n+]1ccccn1. Its net charge is +1. As for the spin multiplicity: 1.

***

Molecular formula: C6H7N3
Method: DFT, the ωB97M-V functional and the def2-TZVPD basis

Geometry as XYZ:
```
16
Properties=species:S:1:pos:R:3:forces:R:3
H 1.683940 -2.582184 -0.666595 0.091 0.206 0.124
N 0.774116 -2.202476 -0.923588 0.259 0.378 0.523
C 0.407722 -1.192904 -0.236295 -0.672 0.292 -0.423
C -1.033839 -0.796074 -0.655674 -2.181 -2.268 0.332
N -1.642116 0.158483 -1.217851 -0.224 0.663 -1.016
C -0.965610 1.341972 -1.500430 1.839 -0.632 1.420
N -0.026633 1.727666 -0.729339 0.161 0.859 -0.637
C 0.553134 1.242159 0.496151 -1.716 -2.621 -0.882
C -0.090344 0.375895 1.600597 1.702 0.176 -2.594
C 1.011302 -0.397747 0.897603 -6.236 2.115 -4.179
H -1.839340 -1.611503 -0.523231 1.890 0.491 0.335
H -1.169572 1.933001 -2.416415 -0.277 -0.537 0.786
H 1.320564 1.953297 0.574708 1.144 0.308 1.850
H 0.151935 0.687069 2.523637 0.929 1.175 3.236
H -1.073567 -0.029047 1.610926 -0.642 0.020 -0.557
H 1.938310 -0.607606 1.165796 3.933 -0.625 1.684
```
Positions in Å, forces in eV/Å.

The HOMO energy comes out at -0.3232 hartree. As for the SMILES: [H]/N=C1/C=NC=N[C@H]2C[C@@H]12. As for the spin multiplicity: 1.

***

Molecular formula: C6H7N3O
Method: DFT, the ωB97M-V functional and the def2-TZVPD basis

Geometry as XYZ:
```
17
Properties=species:S:1:pos:R:3:forces:R:3
C -0.069041 -0.472201 -0.219376 0.898 -0.033 0.043
C 3.288474 -0.382612 0.012717 -0.078 -0.563 -0.078
C 1.191570 0.039054 -0.124161 0.251 0.401 0.020
C 1.837135 1.352646 0.094529 -0.792 0.554 0.109
C -1.701300 1.297088 -0.189071 0.270 1.110 0.005
C -2.378065 -1.029319 0.070625 -0.560 -0.208 0.139
N 2.177228 -0.976142 -0.173820 0.539 -0.760 -0.061
N 3.125731 0.990993 0.163930 -0.607 0.190 -0.006
N -1.351655 -0.006319 -0.138111 -0.967 0.083 0.001
O -3.024404 1.428239 0.038258 0.585 -0.638 -0.038
H -0.042894 -1.554642 -0.336863 -0.005 0.205 0.037
H 4.249888 -0.860168 0.075872 0.174 -0.095 -0.050
H -3.261369 -0.775763 -0.515319 0.098 -0.110 0.088
H -2.020751 -2.012822 -0.224802 0.085 0.106 0.014
H -2.655571 -1.041932 1.126454 -0.062 -0.121 -0.090
H 3.880528 1.637340 0.336672 -0.141 -0.013 -0.047
H -3.245502 2.366559 0.002463 0.311 -0.107 -0.086
```
Positions in Å, forces in eV/Å.

The HOMO energy comes out at -0.2971 hartree. As for the spin multiplicity: 1.

***

Molecular formula: C6H7N3O2Si
Method: DFT, the ωB97M-V functional and the def2-TZVPD basis

Geometry as XYZ:
```
19
Properties=species:S:1:pos:R:3:forces:R:3
C 2.943117 -0.686066 -1.420905 1.665 -1.560 0.920
C 2.470615 -1.297667 -0.249797 2.092 -2.289 1.596
C 2.338047 0.440037 -1.927243 -0.645 -1.237 0.797
C 1.371349 -0.947497 0.515184 0.990 1.349 -4.338
C 1.135199 0.695447 -1.244987 0.997 1.138 -1.245
C 0.643366 0.033961 -0.128836 0.945 -0.223 0.644
N 0.249837 1.733131 -1.485759 1.476 0.863 -2.374
N -0.691227 1.620940 -0.678995 -2.434 1.718 1.094
N -0.568605 0.590782 0.073243 -1.184 -1.568 0.506
O -4.023974 1.434345 1.333258 -0.207 -0.086 -0.419
O -1.804250 0.079150 1.836849 3.925 -0.284 0.217
Si -3.326742 -0.009255 1.649406 -4.208 -0.847 1.046
H 3.902344 -1.202833 -1.751376 -1.384 1.321 -0.215
H 3.167082 -2.126406 0.156909 -1.358 1.335 -0.640
H 2.796055 0.893701 -2.782623 -0.539 0.693 -0.288
H 1.109827 -1.375667 1.375393 -0.933 -1.649 3.296
H -4.205298 1.691848 0.420995 -0.016 -0.063 0.275
H -3.271891 -0.400712 3.177844 -0.289 0.463 -0.670
H -4.234851 -1.167238 1.131440 1.107 0.927 -0.203
```
Positions in Å, forces in eV/Å.

The HOMO energy (alpha / beta) comes out at -0.3556 / -0.3478 hartree. As for the spin multiplicity: 1.

***

Molecular formula: C6H7N7O5
Method: DFT, the ωB97M-V functional and the def2-TZVPD basis

Geometry as XYZ:
```
25
Properties=species:S:1:pos:R:3:forces:R:3
O 3.230071 -2.089279 -0.612536 -2.012 0.507 1.344
N 2.217450 -2.097903 0.109123 0.250 -1.882 0.015
O 1.726595 -3.147517 0.595791 0.756 1.793 -0.820
C 1.539669 -0.865336 0.472711 -0.784 0.683 0.950
C 0.462849 -0.817917 1.375469 1.856 -0.618 -1.169
C -0.041672 0.373303 1.887445 -0.836 1.014 0.817
N -1.222523 0.399694 2.636326 -0.546 -1.850 0.154
O -1.829762 -0.667960 2.868877 0.744 2.276 -0.229
O -1.637839 1.545628 3.067425 0.245 -1.077 -0.072
C 0.516705 1.739639 1.649739 -1.881 -0.288 -5.451
N 1.491762 1.586692 0.537883 0.940 -0.528 0.123
N 1.901329 2.622043 -0.267660 0.649 -0.245 0.187
N 2.685036 2.125662 -1.168475 -1.148 -0.473 1.226
N 2.775153 0.767843 -1.068524 -1.346 -0.052 1.275
C 1.978753 0.411042 -0.035367 1.237 1.429 -0.509
H 0.033225 -1.746237 1.708368 -0.129 -0.159 0.082
H -0.195948 2.478361 1.196365 -0.345 -1.204 -0.454
C 1.843897 2.239539 3.760463 -0.642 -0.322 0.579
N 0.637169 2.517417 2.820156 5.387 3.321 2.749
O 0.975137 3.940199 2.398625 -1.356 -1.749 0.412
H 1.524027 1.580405 4.589222 0.041 0.125 -0.652
H 2.651434 1.769986 3.180669 -0.429 0.222 0.093
H 2.200311 3.186849 4.218836 -0.484 -0.627 -0.646
H -0.356426 2.369223 3.213387 -0.285 -0.003 0.122
H 0.261174 4.494543 2.770179 0.116 -0.292 -0.130
```
Positions in Å, forces in eV/Å.

The HOMO energy comes out at -0.3251 hartree. As for the spin multiplicity: 1.

***

Calculated strongest force on any atom (eV/Å), listed in the same order as above: 1.746, 4.992, 7.800, 1.142, 4.649, 6.900